Molecular formula: C39H62BFMgN10O4
Method: DFT, the ωB97M-V functional and the def2-TZVPD basis

Each line ends with the Löwdin charge.
Geometry (Å):
Mg: -0.0769 -0.6492 0.4224  0.6564
C: 0.1671 2.1976 4.3108  -0.0622
C: 1.0170 1.2288 3.4782  -0.3460
C: 2.3841 1.0863 4.1481  -0.0479
C: 1.0970 1.7457 2.0779  -0.2463
C: 1.6637 2.9486 1.6651  0.0474
C: 1.4959 2.9946 0.2949  -0.1821
C: 1.9850 4.1540 -0.5187  -0.3499
C: 3.1176 3.7673 -1.4695  -0.0444
C: 0.8363 4.8696 -1.2234  -0.0467
N: 0.8371 1.8741 -0.0721  0.0600
N: 0.5958 1.1346 1.0168  0.0484
B: 0.5946 1.2185 -1.4439  -0.4952
N: 1.4453 -0.1082 -1.4715  0.0412
N: 2.1647 -0.3321 -0.3478  0.0870
C: 3.3051 -0.9111 -0.6810  -0.2676
C: 3.3154 -1.1386 -2.0657  0.0221
C: 2.1251 -0.6192 -2.5343  -0.2051
C: 1.7313 -0.6963 -3.9802  -0.3390
C: 0.2297 -0.8243 -4.2159  -0.0353
C: 2.3707 0.4668 -4.7468  -0.0475
C: 4.4753 -1.1025 0.2395  -0.3513
C: 4.2109 -0.5372 1.6292  -0.0716
C: 4.9701 -2.5503 0.3038  -0.0487
N: -0.8974 0.9335 -1.6775  0.0386
N: -1.4963 -0.0392 -0.9587  0.0965
C: -2.7592 -0.1440 -1.3763  -0.2219
C: -2.9572 0.7677 -2.4092  0.0177
C: -1.7664 1.4479 -2.5800  -0.1897
C: -1.7436 2.5504 -3.6151  -0.3395
C: -0.4486 2.9129 -4.3338  -0.0605
C: -2.4235 3.7983 -3.0362  -0.0459
C: -3.9260 -0.9654 -0.9024  -0.3433
C: -4.9213 -0.0371 -0.1922  -0.0390
C: -3.5980 -2.1569 -0.0282  -0.0415
H: -0.0765 1.7700 5.2824  0.0829
H: -0.7448 2.4472 3.7759  0.0654
H: 0.7219 3.1185 4.4799  0.0834
H: 0.5572 0.2389 3.4229  0.1163
H: 2.9259 2.0276 4.1163  0.0823
H: 2.9797 0.3233 3.6639  0.0430
H: 2.2486 0.8045 5.1902  0.0827
H: 2.1453 3.6943 2.2633  0.1152
H: 2.4052 4.8601 0.2084  0.1342
H: 2.7891 3.0355 -2.1983  0.0571
H: 3.9446 3.3386 -0.9081  0.0827
H: 3.4722 4.6540 -1.9883  0.0782
H: 0.3220 4.1971 -1.8970  0.0343
H: 1.2145 5.7184 -1.7877  0.0842
H: 0.1160 5.2296 -0.4921  0.0889
H: 0.9945 1.9201 -2.3016  0.1047
H: 4.0799 -1.6165 -2.6483  0.1222
H: 2.1914 -1.6170 -4.3620  0.1388
H: -0.3063 0.0607 -3.8989  0.0491
H: -0.1616 -1.6777 -3.6647  0.0795
H: 0.0384 -0.9820 -5.2752  0.0867
H: 2.0939 1.4181 -4.3079  0.0560
H: 2.0589 0.4517 -5.7884  0.0814
H: 3.4541 0.3777 -4.7110  0.0806
H: 5.2912 -0.5131 -0.2054  0.1455
H: 3.4840 -1.1459 2.1614  0.0664
H: 3.8230 0.4745 1.5409  0.0730
H: 5.1349 -0.5167 2.2037  0.0872
H: 4.2266 -3.2122 0.7403  0.0528
H: 5.8665 -2.6025 0.9198  0.0819
H: 5.2166 -2.9161 -0.6906  0.0764
H: -3.8646 0.9117 -2.9641  0.1249
H: -2.4143 2.1774 -4.4038  0.1391
H: 0.3020 3.3445 -3.6821  0.0490
H: -0.6809 3.6477 -5.1025  0.0853
H: -0.0320 2.0408 -4.8262  0.0590
H: -1.8645 4.2126 -2.2034  0.0687
H: -3.4244 3.5516 -2.6915  0.0777
H: -2.5109 4.5562 -3.8106  0.0803
H: -4.4218 -1.3423 -1.8086  0.1415
H: -4.4175 0.5171 0.5915  0.0586
H: -5.7204 -0.6221 0.2535  0.0831
H: -5.3568 0.6727 -0.8909  0.0790
H: -3.1157 -1.8375 0.8840  0.0548
H: -2.9379 -2.8296 -0.5587  0.0581
H: -4.5066 -2.6971 0.2252  0.0929
C: -0.7473 -3.9405 0.3302  -0.1446
C: -0.2835 -5.3940 0.5796  -0.1382
N: 1.1711 -5.4697 0.5275  -0.1617
C: 1.7169 -4.6117 1.5697  -0.1413
C: 1.2587 -3.1535 1.3506  -0.1426
N: 0.4089 -3.0492 0.1604  -0.1637
C: 1.1610 -3.5353 -1.0020  -0.1357
C: 1.6219 -4.9939 -0.7723  -0.1439
H: -1.3481 -3.5788 1.1637  0.0923
H: -1.3339 -3.8906 -0.5892  0.1050
H: -0.6818 -6.0821 -0.1726  0.1183
H: -0.6033 -5.7471 1.5606  0.1202
H: 2.8068 -4.7062 1.5516  0.1057
H: 1.3640 -4.9940 2.5299  0.1209
H: 2.1043 -2.4851 1.2032  0.0845
H: 0.6775 -2.7973 2.1990  0.1152
H: 2.0271 -2.8954 -1.1541  0.0856
H: 0.5162 -3.4640 -1.8832  0.1205
H: 2.7124 -5.0662 -0.7973  0.1148
H: 1.2217 -5.6673 -1.5339  0.1169
F: -6.7726 0.2854 4.7176  0.0800
C: -5.6561 0.6626 4.0704  -0.1758
C: -4.5369 -0.0823 4.1765  0.0536
N: -3.3777 0.2755 3.5673  0.0173
C: -2.1378 -0.3948 3.8813  -0.0172
C: -1.7574 -1.5097 2.8408  -0.6164
O: -2.2253 -2.6231 3.0071  0.0440
O: -0.9705 -1.1436 1.9295  -0.0981
C: -3.3237 1.3512 2.7008  -0.4823
O: -2.3390 1.6494 2.0672  0.1001
N: -4.4844 2.0938 2.6413  0.2128
C: -5.6978 1.8916 3.2988  -0.4086
O: -6.6094 2.6747 3.1895  0.1047
H: -4.5243 -0.9927 4.7533  0.1530
H: -2.2234 -0.8468 4.8691  0.1375
H: -1.3584 0.3593 3.8544  0.0801
H: -4.4426 2.9207 2.0531  0.1750

Properties
Total charge: 0
E in Ha: -2696.8936
Molar mass in g mol⁻¹: 789.1
Orbital gap in eV: 8.600